# C26H18BCl4F2N7NdO3

A structure of composition C26H18BCl4F2N7NdO3 (ωB97M-V/def2-TZVPD, OMol25).

```
62
Properties=species:S:1:pos:R:3:forces:R:3:lowdin_charge:R:1
C -4.5511 1.1328 -0.7736 0.0 0.0 0.0 -0.5631
H 4.7976 3.0216 0.2968 0.0 0.0 0.0 0.0825
C -4.3265 -0.2969 -3.1470 0.0 -0.1 -0.1 -0.0757
O 1.1908 -1.1672 1.7594 0.4 -0.4 0.0 -0.2272
Cl 5.7609 -4.6293 0.3750 -0.1 0.1 0.0 0.6347
N -0.5509 2.5665 1.9844 -0.1 0.0 -0.1 -0.0258
C 2.1361 -1.9683 1.4530 -0.1 0.1 0.0 -0.4221
C -5.5019 0.3047 -2.8230 -0.1 0.1 0.1 -0.6688
H 4.2621 -4.3132 2.7549 0.0 0.0 0.0 0.0999
C 3.7991 -2.8028 -0.2421 0.0 0.0 -0.1 -0.1773
Cl 2.1149 -2.9367 3.9680 0.1 0.0 -0.1 0.6660
H 3.6864 0.5250 0.1211 0.0 0.0 0.0 0.0983
H -1.8584 2.1482 4.9369 0.0 0.0 -0.1 0.0842
Nd -0.1614 -0.2378 0.0811 0.5 0.3 0.0 1.8376
C 2.6789 3.5754 0.6055 0.0 -0.1 0.0 -0.0904
H -0.7786 1.6249 -3.4038 0.0 0.0 0.0 0.1044
C 3.7582 2.7487 0.3744 0.0 0.0 0.0 -0.0679
C 3.6287 -1.9087 -2.4716 0.0 0.0 -0.1 -0.0485
H 3.9721 -1.8237 -3.4945 0.0 0.0 0.0 0.1012
C -1.9960 -0.8063 -2.7367 0.0 0.0 0.1 -0.2014
C -0.9875 3.0979 3.1387 0.0 0.0 0.0 -0.0889
N -0.1948 2.0686 -1.4540 -0.2 0.4 0.1 -0.0029
Cl -6.8932 0.1983 -3.8878 0.1 0.0 0.1 0.6036
N -0.6325 2.9895 -0.5545 0.3 0.2 0.1 -0.0379
N 2.0373 -1.2516 -0.8305 0.3 -0.2 0.2 0.0086
H -4.2342 -0.8524 -4.0750 0.0 0.0 0.1 0.1112
N 1.8737 1.5152 0.4357 0.1 0.4 0.1 -0.0089
C 3.1898 1.4693 0.2797 0.1 0.0 0.1 -0.1472
C 2.6767 -2.0152 0.1032 0.0 0.0 -0.2 -0.1503
Cl -4.6891 2.0501 0.6957 0.0 -0.1 -0.1 0.6942
H -2.6331 3.6179 -3.0445 0.1 0.0 0.0 0.0925
C -1.8813 3.2695 -2.3546 0.1 0.0 -0.1 -0.0609
H -1.4418 -0.1165 3.4155 0.0 0.0 0.0 0.1118
O -2.3268 0.5986 -0.2361 -0.5 0.1 -0.1 -0.2025
C 2.4893 -1.1999 -2.0558 -0.1 0.0 0.0 -0.1262
C -0.9343 2.2530 -2.5403 -0.2 -0.1 0.0 -0.1728
F -0.3534 -2.6653 -0.1707 -0.1 -0.2 0.0 -0.2392
N -0.7016 1.2266 2.0092 0.0 0.5 0.5 -0.0613
C -5.6135 1.0334 -1.6209 -0.1 0.0 -0.1 -0.1280
H -1.5248 -3.2080 1.3554 0.1 -0.1 0.4 0.0574
C 2.7331 -2.8643 2.3420 0.2 0.0 0.2 -0.5796
C -1.6362 3.7150 -1.0727 0.0 -0.1 0.1 -0.0927
C 3.8314 -3.6650 2.0027 -0.1 0.0 0.2 -0.1400
H -0.9378 4.1633 3.3043 0.0 -0.1 0.0 0.1130
H 5.1383 -3.2851 -1.8634 0.0 0.0 0.0 0.0849
C -3.2826 0.5053 -1.0456 0.0 0.0 0.0 -0.3992
H 1.9286 -0.5855 -2.7521 0.0 0.0 0.0 0.1125
C -1.4396 2.0725 3.9467 0.0 0.0 0.0 -0.0644
H 0.0943 4.4771 1.0112 0.0 -0.1 0.0 0.1162
C -1.3938 -2.2650 0.8330 -0.5 -0.1 -0.5 -0.2772
H -6.5493 1.5177 -1.3719 0.0 0.0 0.0 0.1012
C 4.2694 -2.7097 -1.5726 0.0 0.0 0.1 -0.0282
C -1.2366 0.9160 3.1805 0.0 0.1 0.1 -0.1303
B 0.1124 3.2882 0.7872 0.0 0.0 0.0 -0.5195
C -3.2148 -0.2013 -2.2873 0.0 -0.1 -0.1 -0.1349
H -2.1103 4.4922 -0.4925 0.0 0.0 0.0 0.1219
N 1.5700 2.8161 0.6376 -0.1 0.0 0.0 -0.0416
F -2.5398 -2.2047 0.0026 -0.1 -0.3 0.0 -0.1317
H -2.0653 -1.3116 -3.7156 0.0 0.0 0.0 0.1319
C 4.3690 -3.6308 0.7504 0.1 0.0 -0.1 -0.6182
H 2.6160 4.6421 0.7516 0.0 -0.1 0.0 0.1126
O -0.8996 -0.7879 -2.1807 0.0 -0.2 -0.5 -0.1293
```
Forces are in eV/Å.

Properties
Net charge = -1
Energy relative to the best compared isomer or geometry (same formula, charge and spin) = 15.04 kcal per mole
Spin multiplicity = 4
Kohn-Sham gap (spin up / spin down) = 7.2641 / 7.2817 eV
Highest occupied orbital energy (spin up / spin down) = -4.86 / -4.89 eV

=====

# C16H28FN3O4

A cluster of 2 separate species, C16H28FN3O4 in total at a distorted geometry (ωB97M-V/def2-TZVPD, OMol25).

```
52
Properties=species:S:1:pos:R:3:forces:R:3:lowdin_charge:R:1
H -0.1282 0.6736 0.6923 -0.1 0.1 0.1 0.1242
H -3.0538 1.1075 -1.0013 -0.1 0.0 0.1 0.1815
H 6.9107 1.1710 0.1279 0.0 0.1 0.0 0.0849
O 4.5126 2.5263 -0.7622 0.2 0.2 0.0 0.1415
H 1.3231 -2.1634 -2.0528 -0.1 0.1 0.0 0.0939
C 5.8958 1.0657 0.5079 -0.5 -0.3 0.1 0.0030
N -2.2617 3.5068 3.2037 0.1 0.1 -0.4 0.0138
C -3.2437 -1.0815 2.4932 0.1 0.4 0.6 -0.3662
N -3.2907 -0.1530 1.6324 -0.3 -1.5 -1.9 0.1593
H -1.7953 -0.1626 3.8183 -0.1 0.1 0.0 0.0705
C -1.5405 -0.5190 -2.5409 -0.2 0.4 -0.2 -0.0777
H 2.1913 0.7776 -1.8623 0.5 0.2 0.2 0.0481
C 4.9133 1.4214 -0.5995 0.2 -0.1 0.3 -0.5365
H 1.5212 0.1184 -4.0680 0.0 0.0 0.0 0.1153
C 3.6157 -0.5241 -0.8334 -0.3 0.2 0.2 -0.1885
H 2.6675 -1.5967 -2.9920 0.0 0.0 0.0 0.1143
H -1.4750 -1.5707 -2.8168 0.1 0.0 0.1 0.1336
H -4.4191 -2.4613 1.3449 0.1 -0.1 0.0 0.0793
C -2.3575 -1.0860 3.7084 0.7 -0.3 -0.3 -0.0230
H -5.1449 -1.9521 2.8610 0.0 -0.1 0.0 0.0943
C 1.7807 -1.2454 -2.4580 -0.1 0.0 0.0 -0.2049
H 1.5489 -0.2520 -0.5027 -0.1 -0.1 -0.2 0.0728
C -0.8979 -1.1208 -0.0735 -0.1 -0.4 0.8 -0.0574
H 5.7193 1.7213 1.3574 0.2 0.1 -0.1 0.0793
H 0.1193 0.8587 -2.1120 0.1 0.1 -0.1 0.1030
F 2.5303 2.0579 -2.6301 -0.8 -0.1 -0.4 -0.5957
C -4.2006 -2.2370 2.3846 -0.6 0.6 0.5 -0.0247
H -0.5560 1.0071 -3.7008 0.0 0.0 0.0 0.1216
O -2.5760 2.1417 2.7506 -0.2 0.0 0.0 -0.1314
H -2.9538 -1.2634 4.6041 -0.1 0.0 -0.1 0.0955
O 4.5912 0.3559 -1.4028 0.2 -0.2 -0.1 -0.0378
C -2.2235 2.0350 1.3847 0.0 -0.2 0.0 -0.1390
H -0.4246 -0.3853 2.0113 -0.5 -0.4 0.1 0.1244
H -1.5575 -1.9376 0.2550 0.0 -0.1 -0.2 0.1438
N -2.4165 0.5051 -0.4956 0.2 -0.2 -0.1 0.2208
H 0.4847 -1.3388 -4.1845 0.0 0.1 -0.2 0.1079
C -2.2393 0.5340 1.0038 0.7 2.0 1.2 -0.4127
H 3.6278 -0.3887 0.2554 0.0 0.0 0.0 0.1101
H -1.2310 2.4523 1.1994 0.0 0.1 0.0 0.1334
H -2.4053 -0.0777 -3.0384 -0.1 -0.1 0.0 0.1210
H -1.6451 -1.9154 3.6422 0.0 0.0 0.1 0.0936
C -1.6575 -0.3517 -1.0957 -0.2 -0.7 0.1 -0.1830
H 3.9263 -1.5575 -1.0185 0.2 0.1 -0.1 0.1190
C -0.2479 0.2727 -2.9589 -0.1 0.1 0.1 -0.1544
H -3.8320 -3.0978 2.9394 0.1 -0.1 -0.2 0.0816
C 2.2121 -0.2582 -1.3776 0.2 -0.2 0.3 -0.2073
H 5.7527 0.0351 0.8345 0.1 0.0 -0.1 0.0676
C -0.8320 -0.0833 1.0523 0.7 0.2 -0.5 -0.0674
C 0.8869 -0.5728 -3.5116 0.1 -0.2 0.1 -0.2005
O -3.2033 4.0110 3.6280 0.0 -0.1 0.4 0.1214
H -2.9567 2.5773 0.7762 0.0 0.0 0.0 0.1263
H 0.0354 -1.5798 -0.3787 0.1 0.3 -0.3 0.1075
```
Forces are in eV/Å.

Properties
Net charge = 0
Kohn-Sham gap = 5.6266 eV
Highest occupied orbital energy = -6.52 eV

=====

Computed calculated total energy, in the same sequence as the records: -115313.14395, -32416.72996 eV.